Record 1
DFT (the ωB97M-V functional and the def2-TZVPD basis) results for C23H25AsIN2O2PdS2 as an isolated structure.

Last column: Löwdin charge in e.
Positions of all 57 atoms, in Å:
1 Pd -0.257 0.048 0.248  0.324
2 C -4.770 0.384 -1.451  -0.015
3 C -3.918 1.614 -1.591  -0.256
4 N -4.522 2.703 -2.015  0.128
5 C -3.790 3.809 -2.258  -0.086
6 C -2.427 3.840 -2.162  -0.151
7 C -1.666 5.088 -2.523  -0.199
8 O -0.820 5.542 -1.465  -0.056
9 C -1.766 2.682 -1.686  -0.071
10 C -0.314 2.678 -1.689  -0.037
11 N 0.415 1.819 -1.086  -0.043
12 C 1.824 1.915 -1.220  -0.352
13 C 2.521 3.103 -1.045  -0.007
14 C 3.904 3.119 -1.168  -0.052
15 C 4.599 1.956 -1.464  -0.064
16 C 3.914 0.759 -1.636  -0.130
17 C 2.539 0.757 -1.503  -0.608
18 I 1.475 -1.016 -1.780  1.099
19 C -2.514 1.564 -1.327  -0.273
20 O -2.025 0.445 -0.815  -0.320
21 H -5.817 0.678 -1.422  0.087
22 H -4.526 -0.195 -0.565  0.035
23 H -4.622 -0.272 -2.314  0.096
24 H -4.343 4.686 -2.576  0.117
25 H -2.373 5.863 -2.826  0.124
26 H -1.004 4.919 -3.373  0.127
27 H -1.375 5.911 -0.771  0.099
28 H 0.188 3.446 -2.275  0.135
29 H 1.973 4.005 -0.802  0.124
30 H 4.441 4.047 -1.021  0.115
31 H 5.677 1.970 -1.555  0.114
32 H 4.448 -0.152 -1.871  0.103
33 S -0.131 1.660 1.949  0.798
34 C 0.341 0.748 3.309  -0.704
35 C 0.211 1.270 4.620  -0.103
36 C 0.702 0.562 5.681  -0.064
37 C 1.299 -0.704 5.484  -0.061
38 C 1.399 -1.245 4.231  -0.112
39 C 0.918 -0.515 3.124  -0.696
40 S 1.009 -1.203 1.551  0.618
41 H -0.249 2.240 4.757  0.111
42 H 0.631 0.970 6.680  0.113
43 H 1.665 -1.260 6.336  0.114
44 H 1.832 -2.227 4.083  0.114
45 C -1.783 -2.305 2.773  -0.253
46 As -2.016 -1.153 1.254  1.076
47 C -3.348 0.062 1.895  -0.229
48 C -2.744 -2.326 -0.067  -0.222
49 H -2.773 -2.691 3.019  0.056
50 H -1.386 -1.749 3.620  0.035
51 H -1.110 -3.122 2.527  0.040
52 H -4.280 -0.499 1.957  0.057
53 H -3.449 0.908 1.226  0.030
54 H -3.051 0.400 2.887  0.044
55 H -3.760 -2.570 0.243  0.057
56 H -2.139 -3.231 -0.098  0.050
57 H -2.746 -1.829 -1.030  0.027

Values from the calculation:
Charge: +1
Energy above the lowest of the compared OMol25 structures with the same formula, charge and spin in kcal/mol: 26.90
HOMO (alpha / beta) in eV: -10.7 / -10.7
Orbital gap (alpha / beta) in eV: 5.39 / 5.64

---

Record 2
DFT (the ωB97M-V functional and the def2-TZVPD basis) results for C23H25AuO as an isolated structure.

Last column: Löwdin spin population.
Positions of all 50 atoms, in Å:
1 Au -0.080 0.352 0.391  0.427
2 C 2.011 1.067 0.942  0.048
3 C 2.160 0.108 -0.171  0.044
4 C 2.390 0.880 -1.369  0.005
5 H 2.366 -0.943 -0.028  0.001
6 C 2.389 2.260 -1.020  0.082
7 C 2.165 2.389 0.380  0.005
8 H 2.138 3.309 0.943  -0.002
9 H 2.015 0.789 1.984  0.001
10 H 2.594 0.476 -2.347  0.000
11 H 2.585 3.080 -1.703  0.006
12 C -2.212 1.011 0.588  0.020
13 C -1.961 2.393 0.916  0.038
14 C -1.618 3.080 -0.271  0.062
15 H -2.082 2.845 1.898  0.002
16 C -1.643 2.168 -1.359  0.079
17 C -1.987 0.866 -0.851  0.010
18 H -2.293 0.004 -1.454  0.002
19 H -2.676 0.261 1.229  0.000
20 H -1.455 4.152 -0.363  0.003
21 H -1.513 2.431 -2.413  0.005
22 O 0.533 -2.127 -0.825  0.247
23 C -0.234 0.161 -5.204  0.126
24 C 0.314 -0.923 -4.729  0.066
25 C 0.522 1.401 -4.761  0.017
26 C -1.727 0.216 -4.871  0.018
27 C 0.689 -2.152 -2.058  0.295
28 H 1.387 -1.091 -4.591  0.032
29 H -0.206 -1.894 -4.634  0.035
30 H -0.057 -2.634 -2.783  0.069
31 H 1.654 -1.758 -2.614  0.062
32 H 0.738 2.258 -5.409  0.002
33 H 1.527 1.060 -4.407  0.001
34 H 0.030 1.820 -3.871  0.003
35 H -2.511 0.383 -5.609  0.002
36 H -1.907 0.935 -4.062  0.002
37 H -1.967 -0.787 -4.431  0.002
38 C -0.085 -0.964 1.847  0.179
39 C -0.054 -1.576 2.887  0.016
40 C -0.148 -2.036 4.249  -0.002
41 C -1.312 -1.753 4.983  -0.004
42 C -1.331 -1.953 6.361  0.000
43 C -0.205 -2.513 6.991  -0.004
44 C 0.965 -2.784 6.263  0.000
45 C 0.982 -2.590 4.881  -0.004
46 H -2.172 -1.322 4.450  0.000
47 H -2.220 -1.671 6.936  0.000
48 H -0.240 -2.734 8.058  0.000
49 H 1.875 -3.146 6.762  0.000
50 H 1.869 -2.805 4.273  0.000

Values from the calculation:
Charge: -2
⟨S²⟩: 2.02
Energy above the lowest of the compared OMol25 structures with the same formula, charge and spin in kcal/mol: 26.42
Multiplicity: 3
HOMO (alpha / beta) in eV: 2.2 / -0.9
Orbital gap (alpha / beta) in eV: 2.35 / 5.44

---

Record 3
DFT (the ωB97M-V functional and the def2-TZVPD basis) results for a 3-piece molecular cluster, C23H25BrO9 overall.

Last column: Löwdin charge in e.
Positions of all 58 atoms, in Å:
1 C 1.963 -3.426 1.601  -0.146
2 C 0.410 -3.256 1.041  -0.252
3 C 0.505 -2.530 -0.406  -0.215
4 C -0.094 -1.035 -0.557  -0.198
5 C -0.487 -0.231 0.801  -0.128
6 C 0.742 0.065 1.843  -0.216
7 O 0.003 0.708 2.980  -0.096
8 C 0.217 2.176 3.021  -0.328
9 O -0.231 2.940 4.021  0.036
10 O 0.940 2.494 1.779  -0.090
11 C 1.790 1.293 1.559  -0.561
12 Br 2.900 1.291 3.266  0.824
13 C 2.794 1.249 0.265  -0.096
14 C 3.965 0.103 0.327  -0.207
15 O 5.322 0.722 0.250  -0.143
16 C 6.262 -0.423 0.076  -0.145
17 O 6.962 -0.620 -1.046  -0.021
18 H 2.036 -3.609 2.753  0.080
19 H 2.509 -2.401 1.334  0.043
20 H 2.540 -4.244 0.953  0.096
21 H -0.333 -2.806 1.818  0.101
22 H 0.036 -4.372 0.844  0.111
23 H 1.645 -2.520 -0.726  0.104
24 H -0.037 -3.238 -1.196  0.118
25 H 0.673 -0.399 -1.214  0.102
26 H -1.077 -1.094 -1.228  0.108
27 H -1.418 -0.775 1.291  0.135
28 H -0.899 0.837 0.462  0.105
29 H 1.220 -0.859 2.403  0.145
30 H 3.306 2.315 0.199  0.151
31 H 2.172 1.108 -0.717  0.115
32 H 3.889 -0.621 1.255  0.103
33 H 3.850 -0.577 -0.647  0.147
34 H 6.355 -1.147 1.014  0.173
35 C -0.375 3.699 -3.934  0.029
36 C -0.750 2.644 -3.205  0.031
37 C -0.520 2.598 -1.748  -0.343
38 O -0.862 1.631 -1.080  0.042
39 C 0.138 3.764 -1.127  0.033
40 C 0.514 4.820 -1.855  0.035
41 C 0.284 4.865 -3.313  -0.379
42 O 0.626 5.832 -3.980  0.110
43 H -0.535 3.748 -5.004  0.125
44 H -1.235 1.781 -3.646  0.124
45 H 0.299 3.715 -0.056  0.107
46 H 0.999 5.682 -1.414  0.128
47 C -5.200 -2.572 1.261  0.025
48 C -4.238 -3.024 0.451  0.021
49 C -3.886 -2.311 -0.792  -0.387
50 O -3.006 -2.725 -1.535  0.081
51 C -4.636 -1.078 -1.104  0.023
52 C -5.598 -0.626 -0.294  0.025
53 C -5.951 -1.339 0.949  -0.382
54 O -6.830 -0.925 1.692  0.105
55 H -5.472 -3.084 2.176  0.124
56 H -3.679 -3.926 0.667  0.123
57 H -4.364 -0.566 -2.019  0.122
58 H -6.157 0.277 -0.510  0.124

Values from the calculation:
Charge: 0
SMILES: CCCCC[C@@H]1OC(=O)O[C@]1(Br)CCOC=O.O=C1C=CC(=O)C=C1.O=C1C=CC(=O)C=C1
HOMO in eV: -10.5
Orbital gap in eV: 8.45

---

Record 4
DFT (the ωB97M-V functional and the def2-TZVPD basis) results for a 2-piece molecular cluster, C23H25ClN8O5 overall.

Last column: Löwdin charge in e.
Positions of all 62 atoms, in Å:
1 O 4.898 2.937 3.148  0.061
2 O -5.195 -5.399 -0.801  0.060
3 O 3.874 5.650 4.669  0.040
4 O 1.729 3.567 1.582  0.032
5 Cl -5.278 -3.221 -7.626  0.668
6 N -4.251 -3.042 -5.196  0.127
7 N -0.836 -2.913 -3.849  0.134
8 N -2.711 -3.115 -6.968  0.100
9 O -1.235 -0.049 1.204  -0.094
10 C 4.550 2.679 4.291  -0.568
11 C -4.576 -4.416 -1.184  -0.415
12 C 2.940 5.475 3.910  -0.578
13 C 2.105 2.722 2.392  -0.460
14 C -3.959 -3.115 -6.493  -0.764
15 C 0.418 -2.928 -4.329  -0.113
16 C -1.860 -0.174 -1.181  -0.017
17 C -2.419 -1.917 0.384  0.054
18 C -2.486 -0.893 -2.205  -0.010
19 C 0.674 -2.997 -5.701  -0.040
20 C -1.821 -0.681 0.130  -0.271
21 C -3.048 -2.643 -0.631  -0.161
22 C -3.073 -2.142 -1.953  -0.163
23 C -3.256 -2.955 -4.309  -0.182
24 C -0.397 -3.060 -6.597  0.019
25 C -1.894 -2.962 -4.709  -0.144
26 C -1.699 -3.045 -6.100  -0.248
27 N 2.887 6.140 2.786  0.194
28 N -3.669 -3.853 -0.317  0.151
29 N 2.453 1.513 1.931  0.038
30 N -3.712 -2.881 -2.976  0.011
31 N 3.275 2.604 4.689  0.101
32 C -0.874 1.331 1.061  -0.072
33 C 5.592 2.392 5.346  0.008
34 C 2.752 0.301 2.692  -0.053
35 C -4.823 -3.788 -2.562  -0.006
36 C 1.802 4.523 4.241  -0.047
37 C 2.099 3.042 3.916  -0.175
38 H 1.250 -2.884 -3.633  0.108
39 H -1.406 0.777 -1.431  0.102
40 H -2.396 -2.303 1.396  0.124
41 H -2.512 -0.484 -3.209  0.120
42 H 1.699 -3.005 -6.055  0.104
43 H -0.240 -3.124 -7.670  0.120
44 H 3.694 6.696 2.574  0.123
45 H 2.235 5.837 2.081  0.099
46 H -3.686 -4.188 0.639  0.161
47 H 2.509 1.452 0.926  0.146
48 H 3.128 2.388 5.660  0.148
49 H -1.730 1.929 0.732  0.100
50 H -0.542 1.719 2.028  0.082
51 H -0.056 1.450 0.344  0.083
52 H 6.581 2.509 4.903  0.088
53 H 5.479 3.107 6.159  0.087
54 H 5.471 1.376 5.713  0.080
55 H 2.130 0.242 3.586  0.083
56 H 2.556 -0.578 2.076  0.088
57 H 3.805 0.297 2.980  0.077
58 H -4.948 -4.609 -3.274  0.133
59 H -5.759 -3.224 -2.530  0.137
60 H 0.904 4.842 3.712  0.119
61 H 1.604 4.618 5.307  0.125
62 H 1.254 2.471 4.301  0.146

Values from the calculation:
Charge: 0
SMILES: COc1ccc2c(c1)NC(=O)CN2c1nc(Cl)nc2cccnc12.CNC(=O)[C@H](CC(N)=O)NC(C)=O
Energy above the lowest of the compared OMol25 structures with the same formula, charge and spin in kcal/mol: 2.72
HOMO in eV: -7.9
Orbital gap in eV: 7.08